1.
{"formula": "C44H61BrCl2O5PdSe", "method": "ωB97M-V/def2-TZVPD", "e_above_lowest_kcal_mol": 0.0, "spin_multiplicity": 5, "species": ["Pd", "C", "C", "C", "C", "C", "C", "C", "Se", "C", "C", "C", "C", "C", "C", "O", "C", "C", "C", "C", "C", "C", "C", "C", "C", "O", "C", "C", "C", "C", "C", "C", "H", "H", "H", "H", "H", "H", "H", "H", "H", "H", "H", "H", "H", "H", "H", "H", "H", "H", "H", "H", "H", "H", "H", "H", "H", "H", "H", "H", "H", "H", "H", "H", "H", "H", "H", "H", "H", "H", "H", "H", "C", "C", "C", "C", "C", "C", "C", "Br", "C", "O", "C", "C", "C", "C", "C", "C", "H", "H", "H", "H", "H", "H", "H", "H", "H", "H", "H", "H", "H", "H", "H", "H", "H", "H", "H", "H", "Cl", "C", "Cl", "C", "O", "O", "H"], "xyz": [[-0.27404, 0.66691, 1.52864], [-5.61605, -5.08472, -0.28071], [-5.59839, -3.55612, -0.26734], [-5.88535, -3.05904, -1.69499], [-6.71191, -3.07217, 0.67389], [-4.24769, -3.00261, 0.18306], [-4.06427, -1.62929, 0.27101], [-2.82368, -1.11013, 0.57627], [-2.64453, 0.80512, 0.63137], [-2.08488, 0.97841, -1.21764], [-3.05139, 1.12007, -2.18067], [-2.70602, 1.12223, -3.53505], [-1.35215, 0.92971, -3.87451], [-0.34277, 0.78766, -2.95830], [-0.69044, 0.86097, -1.54681], [0.19755, 0.81717, -0.65730], [1.09641, 0.50173, -3.38420], [1.52777, -0.85600, -2.79231], [1.21976, 0.41585, -4.90695], [2.05037, 1.61255, -2.90311], [-3.73421, 1.29031, -4.63994], [-3.34002, 2.49782, -5.50702], [-5.14174, 1.52792, -4.08770], [-3.75255, 0.01519, -5.49875], [-1.66486, -1.90649, 0.80019], [-0.48513, -1.38418, 0.86042], [-1.89947, -3.31662, 0.87513], [-3.15244, -3.79701, 0.51555], [-0.84356, -4.34734, 1.31435], [-0.45884, -5.21032, 0.10043], [-1.46802, -5.24667, 2.39450], [0.44706, -3.77638, 1.91596], [-6.58908, -5.43478, -0.63123], [-5.45478, -5.48827, 0.72068], [-4.85365, -5.48486, -0.95169], [-6.83729, -3.45893, -2.05600], [-5.09359, -3.38325, -2.37363], [-5.93598, -1.96985, -1.73048], [-7.67442, -3.48845, 0.36462], [-6.79793, -1.98548, 0.67194], [-6.50873, -3.39429, 1.69649], [-4.88525, -0.94150, 0.10213], [-4.07826, 1.21591, -1.85795], [-1.09779, 0.88932, -4.92399], [0.88000, -1.65637, -3.15621], [1.48096, -0.84328, -1.70572], [2.55324, -1.07733, -3.09503], [0.60214, -0.38673, -5.31499], [2.25702, 0.20528, -5.16860], [0.93952, 1.35808, -5.38371], [2.07454, 1.66302, -1.81957], [1.73834, 2.58454, -3.29304], [3.05940, 1.40404, -3.26468], [-3.28595, 3.40181, -4.89755], [-4.08359, 2.65213, -6.29037], [-2.37084, 2.35092, -5.98424], [-5.17601, 2.42361, -3.46490], [-5.48882, 0.67479, -3.50209], [-5.83665, 1.66723, -4.91622], [-2.78909, -0.15731, -5.97988], [-4.51109, 0.10440, -6.27815], [-3.98903, -0.85576, -4.88489], [-3.28932, -4.87131, 0.51623], [-1.32459, -5.73724, -0.30506], [0.29185, -5.95100, 0.38974], [-0.03837, -4.58212, -0.68737], [-2.34773, -5.77871, 2.03068], [-1.76355, -4.64799, 3.25798], [-0.73646, -5.98896, 2.72241], [1.05044, -3.27121, 1.16674], [1.03313, -4.60282, 2.33077], [0.23625, -3.06876, 2.71670], [5.28306, 5.79293, 0.57411], [5.30218, 5.13371, 1.96279], [4.75909, 6.12149, 3.01069], [6.74784, 4.78712, 2.32271], [4.40806, 3.90611, 1.94609], [3.04387, 4.06508, 1.65166], [2.20815, 2.99154, 1.67255], [0.37468, 3.33065, 1.25560], [2.64619, 1.65109, 1.99494], [1.85963, 0.68182, 2.07377], [4.07363, 1.49194, 2.24143], [4.87256, 2.61723, 2.21698], [4.76639, 0.15577, 2.55161], [3.90835, -1.11557, 2.47404], [5.33648, 0.24207, 3.97861], [5.92018, -0.02798, 1.54763], [5.92983, 6.67151, 0.57406], [4.27862, 6.11257, 0.29541], [5.64388, 5.09879, -0.18709], [5.39975, 7.00330, 3.05785], [4.73581, 5.65708, 3.99802], [3.74911, 6.45025, 2.76693], [7.34556, 5.69873, 2.34088], [7.19080, 4.11241, 1.58767], [6.81038, 4.32679, 3.31039], [2.63072, 5.03440, 1.41242], [5.92548, 2.48744, 2.42054], [3.12935, -1.12950, 3.23152], [4.56022, -1.97577, 2.64100], [3.43630, -1.23133, 1.50036], [4.53164, 0.39688, 4.69926], [6.05164, 1.05970, 4.08283], [5.84390, -0.69146, 4.22585], [5.53021, -0.07287, 0.52887], [6.43780, -0.96440, 1.75832], [6.65115, 0.77953, 1.59971], [-2.79580, 1.49001, 5.97296], [-1.46785, 0.36949, 5.59003], [-0.08773, 0.63907, 6.66272], [-1.08301, 0.56419, 4.11360], [-1.52695, -0.30274, 3.32532], [-0.39106, 1.54356, 3.78535], [-1.83365, -0.63573, 5.75265]], "lowdin_charge": [0.83, -0.07, -0.56, -0.05, -0.05, -0.18, -0.08, -0.38, 1.19, -0.33, -0.04, -0.12, 0.03, -0.04, -0.34, -0.09, -0.53, -0.02, -0.07, -0.03, -0.55, -0.04, -0.06, -0.03, -0.38, -0.17, -0.08, 0.01, -0.53, -0.05, -0.05, -0.06, 0.08, 0.09, 0.09, 0.08, 0.09, 0.07, 0.08, 0.07, 0.09, 0.10, 0.10, 0.10, 0.09, 0.08, 0.09, 0.09, 0.09, 0.09, 0.07, 0.09, 0.09, 0.09, 0.09, 0.08, 0.09, 0.08, 0.09, 0.08, 0.09, 0.09, 0.09, 0.08, 0.08, 0.09, 0.07, 0.09, 0.08, 0.07, 0.08, 0.09, -0.04, -0.55, -0.03, -0.06, -0.12, -0.08, -0.48, 0.92, -0.32, -0.03, -0.03, 0.02, -0.52, -0.05, -0.03, -0.04, 0.09, 0.08, 0.09, 0.09, 0.10, 0.08, 0.09, 0.09, 0.09, 0.10, 0.09, 0.09, 0.09, 0.09, 0.10, 0.08, 0.09, 0.09, 0.09, 0.07, 0.58, -1.01, 0.58, -0.82, -0.08, -0.12, 0.06]}

***

2.
{"formula": "C44H62N4O14", "method": "ωB97M-V/def2-TZVPD", "smiles": "c1cc[nH]c1.c1cc[nH]c1.c1cc[nH]c1.c1cc[nH]c1.O=C1CCCO1.O=C1CCCO1.O=C1CCCO1.O=C1CCCO1.O=C1CCCO1.O=C1CCCO1.O=C1CCCO1", "total_energy_ha": -2986.07782, "species": ["C", "C", "C", "N", "C", "H", "H", "H", "H", "H", "C", "C", "C", "N", "C", "H", "H", "H", "H", "H", "C", "C", "C", "N", "C", "H", "H", "H", "H", "H", "C", "C", "C", "N", "C", "H", "H", "H", "H", "H", "O", "C", "C", "C", "C", "O", "H", "H", "H", "H", "H", "H", "O", "C", "C", "C", "C", "O", "H", "H", "H", "H", "H", "H", "O", "C", "C", "C", "C", "O", "H", "H", "H", "H", "H", "H", "O", "C", "C", "C", "C", "O", "H", "H", "H", "H", "H", "H", "O", "C", "C", "C", "C", "O", "H", "H", "H", "H", "H", "H", "O", "C", "C", "C", "C", "O", "H", "H", "H", "H", "H", "H", "O", "C", "C", "C", "C", "O", "H", "H", "H", "H", "H", "H"], "xyz": [[-14.73387, 14.10066, 6.73957], [-15.57918, 14.13818, 5.64294], [-15.26115, 13.00758, 4.91533], [-14.23776, 12.36032, 5.48181], [-13.85808, 13.07503, 6.56085], [-14.67501, 14.84447, 7.52039], [-16.18315, 14.99424, 5.38063], [-15.62770, 12.70823, 3.94453], [-13.70880, 11.57834, 5.12290], [-12.96858, 12.73369, 7.06947], [-9.68687, 16.11692, 8.84814], [-9.81289, 17.48331, 9.05654], [-8.99477, 17.82119, 10.10156], [-8.38370, 16.68325, 10.56407], [-8.77023, 15.65905, 9.77921], [-10.20010, 15.55284, 8.08344], [-10.43823, 18.16854, 8.50354], [-8.83684, 18.73072, 10.66212], [-7.60454, 16.72373, 11.20546], [-8.53384, 14.61285, 9.90563], [-10.54653, 8.73991, 10.06299], [-9.53115, 9.24170, 9.27147], [-8.53629, 8.30382, 9.25422], [-8.80525, 7.28027, 10.06142], [-10.08695, 7.53092, 10.64946], [-11.48316, 9.19137, 10.35508], [-9.66702, 10.20832, 8.80931], [-7.52451, 8.33382, 8.87766], [-8.16443, 6.52507, 10.25923], [-10.62142, 6.80448, 11.24363], [-3.75560, 12.68440, 7.73115], [-3.08551, 11.50077, 7.82529], [-3.70618, 10.54425, 6.94992], [-4.86903, 11.14271, 6.55237], [-4.89705, 12.44930, 6.99501], [-3.38425, 13.56668, 8.23122], [-2.19079, 11.38851, 8.41965], [-3.44893, 9.53645, 6.65913], [-5.58975, 10.78259, 5.94330], [-5.74220, 13.07027, 6.73710], [-19.40882, 8.60986, 11.52236], [-18.49495, 9.28588, 11.00149], [-17.16318, 9.61089, 11.63324], [-16.36430, 10.33563, 10.57662], [-17.23651, 10.23452, 9.33039], [-18.48232, 9.62890, 9.70675], [-17.41815, 10.22717, 12.49538], [-16.55424, 8.78640, 12.00409], [-16.15283, 11.36475, 10.86696], [-15.50441, 9.68167, 10.43161], [-17.47661, 11.16261, 8.81163], [-16.86813, 9.51216, 8.60196], [-6.09765, 4.32972, 13.30796], [-5.42419, 3.38448, 13.79031], [-4.45765, 2.46255, 13.05708], [-3.72135, 1.83568, 14.27600], [-4.35754, 2.34722, 15.56276], [-5.37046, 3.25941, 15.14019], [-5.15078, 1.87912, 12.45104], [-3.73787, 3.02203, 12.45958], [-3.68040, 0.75181, 14.16812], [-2.68983, 2.18710, 14.25200], [-4.96355, 1.58424, 16.05133], [-3.71606, 2.84351, 16.29099], [-8.56399, 1.43226, 10.35083], [-9.70655, 1.65309, 10.59259], [-10.25505, 2.36395, 11.83471], [-11.74082, 2.44739, 11.52773], [-11.91586, 1.25893, 10.61732], [-10.67021, 1.10835, 9.89754], [-10.04670, 1.75881, 12.71703], [-9.85739, 3.36728, 11.98736], [-12.21524, 2.37144, 12.50613], [-12.02737, 3.34136, 10.97383], [-12.13977, 0.40906, 11.26205], [-12.71230, 1.47408, 9.90493], [-5.04545, 11.64787, 15.99673], [-5.73188, 11.17435, 15.07918], [-6.44707, 11.97041, 13.99497], [-7.51072, 10.95173, 13.61278], [-6.89367, 9.61032, 13.89497], [-5.92258, 9.85948, 14.88701], [-6.88331, 12.85580, 14.45745], [-5.76971, 12.25310, 13.18915], [-8.42760, 11.06950, 14.19033], [-7.84853, 10.97555, 12.57673], [-7.62130, 8.85731, 14.19767], [-6.48261, 9.12470, 13.00991], [-2.57729, 2.98374, 5.14520], [-3.39697, 3.29254, 5.98137], [-3.28057, 4.12399, 7.27634], [-4.68861, 3.94019, 7.86786], [-5.55796, 3.68389, 6.68630], [-4.72334, 2.95511, 5.79501], [-2.49283, 3.78482, 7.94905], [-3.12246, 5.16469, 6.99341], [-4.78266, 3.12445, 8.58466], [-5.05765, 4.78447, 8.45018], [-6.42218, 3.12037, 7.03793], [-5.90675, 4.65173, 6.32610], [-15.59364, 8.09348, 17.70448], [-14.67905, 7.72482, 16.92614], [-14.03790, 6.32853, 16.73530], [-13.55864, 6.36729, 15.28163], [-13.25346, 7.88160, 15.10694], [-14.15594, 8.54898, 16.08142], [-13.23985, 6.34887, 17.47744], [-14.78408, 5.59324, 17.03640], [-12.71777, 5.67997, 15.18880], [-14.29400, 5.99679, 14.56743], [-12.22410, 8.16344, 15.32845], [-13.46642, 8.15689, 14.07401], [-11.81081, 8.23333, 5.14195], [-11.69989, 7.09064, 5.57033], [-10.49706, 6.18344, 5.56781], [-10.91102, 5.05457, 6.45582], [-12.42411, 5.21621, 6.63015], [-12.74868, 6.55667, 6.25695], [-10.06366, 6.00561, 4.58362], [-9.68451, 6.71159, 6.06674], [-10.57404, 4.06100, 6.16025], [-10.48923, 5.34777, 7.41718], [-12.91458, 4.59269, 5.88264], [-12.78808, 5.05141, 7.64428]], "lowdin_charge": [-0.14, -0.11, -0.16, 0.01, -0.16, 0.09, 0.10, 0.11, 0.16, 0.11, -0.12, -0.13, -0.14, 0.00, -0.16, 0.09, 0.09, 0.11, 0.15, 0.10, -0.12, -0.12, -0.19, 0.01, -0.09, 0.09, 0.10, 0.11, 0.15, 0.08, -0.14, -0.13, -0.11, -0.01, -0.14, 0.10, 0.09, 0.09, 0.15, 0.10, 0.06, -0.44, -0.09, -0.15, -0.14, 0.03, 0.13, 0.12, 0.12, 0.11, 0.13, 0.12, 0.04, -0.43, -0.05, -0.14, -0.15, 0.01, 0.13, 0.12, 0.11, 0.11, 0.12, 0.13, 0.12, -0.54, -0.07, -0.17, -0.14, 0.06, 0.13, 0.12, 0.12, 0.11, 0.13, 0.13, 0.08, -0.45, -0.06, -0.17, -0.18, 0.04, 0.12, 0.13, 0.12, 0.11, 0.12, 0.12, 0.11, -0.43, -0.05, -0.19, -0.19, 0.02, 0.12, 0.12, 0.12, 0.11, 0.13, 0.12, 0.06, -0.49, -0.08, -0.15, -0.09, 0.04, 0.13, 0.12, 0.11, 0.11, 0.12, 0.11, 0.08, -0.45, -0.09, -0.16, -0.15, 0.02, 0.13, 0.12, 0.12, 0.11, 0.12, 0.12]}

***

Number 1: maximum force 1.50 eV/A. Number 2: maximum force 4.92 eV/A.